(1)
Formula: C4H6O2
Source: the OMol25 dataset
Level of theory: ωB97M-V/def2-TZVPD

As for the SMILES: C1O[C@H]1[C@H]1CO1. Its net charge is 0. For the gap between HOMO and LUMO, the calculation gives 10.27 eV. Its HOMO energy is -9.1 eV.

XYZ file:
```
12
C4H6O2 (ωB97M-V/def2-TZVPD)
C -0.668 1.551 0.377
O -1.151 0.398 0.970
C 0.251 0.373 0.897
C 0.783 -0.532 -0.175
C 0.009 -1.688 -0.655
O 0.088 -0.499 -1.420
H -0.607 1.687 -0.686
H -0.872 2.441 0.992
H 0.738 1.304 1.226
H 1.868 -0.585 -0.269
H -0.963 -1.901 -0.213
H 0.529 -2.544 -1.092
```

=====

(2)
Formula: C4H6O2
Source: the OMol25 dataset
Level of theory: ωB97M-V/def2-TZVPD

Its net charge is 0. For the gap between HOMO and LUMO, the calculation gives 9.31 eV. Its HOMO energy is -8.9 eV.

XYZ file:
```
12
C4H6O2 (ωB97M-V/def2-TZVPD)
O 1.772 -1.930 0.071
C 1.220 -0.898 0.359
C 0.455 -0.067 -0.664
C -2.110 -0.418 0.667
O -1.739 0.735 0.197
C -0.348 1.100 -0.118
H 1.276 -0.483 1.392
H 1.197 0.314 -1.375
H -0.194 -0.738 -1.231
H -1.169 -1.041 0.772
H 0.087 1.535 0.792
H -0.447 1.893 -0.862
```

=====

(3)
Formula: C4H6O2
Source: the OMol25 dataset
Level of theory: ωB97M-V/def2-TZVPD

Its net charge is 0. For the gap between HOMO and LUMO, the calculation gives 10.09 eV. Its HOMO energy is -9.2 eV.

XYZ file:
```
12
C4H6O2 (ωB97M-V/def2-TZVPD)
C -1.224 -0.173 -0.494
C -0.180 -0.296 0.994
O 0.927 -1.083 0.718
C 1.419 -0.079 -0.202
C 0.293 0.885 0.285
O 0.025 2.057 0.184
H -2.165 0.211 -0.110
H -1.019 0.439 -1.407
H -1.217 -1.206 -0.798
H -0.688 -0.577 1.932
H 1.447 -0.494 -1.215
H 2.381 0.317 0.113
```

=====

(4)
Formula: C4H6O2
Source: the OMol25 dataset
Level of theory: ωB97M-V/def2-TZVPD

Its net charge is 0. For the gap between HOMO and LUMO, the calculation gives 9.39 eV. Its HOMO energy is -8.9 eV.

XYZ file:
```
12
C4H6O2 (ωB97M-V/def2-TZVPD)
O -0.216 1.820 0.435
C -0.930 0.670 0.109
C -0.196 -0.499 -0.565
C 1.278 -0.590 -0.265
C -1.373 -0.375 1.149
O -0.954 -1.356 0.353
H -0.268 1.951 1.390
H -1.847 0.917 -0.449
H -0.435 -0.724 -1.610
H 1.695 -1.540 -0.611
H 1.808 0.235 -0.750
H 1.439 -0.508 0.814
```

=====

(5)
Formula: C4H6O2
Source: the OMol25 dataset
Level of theory: ωB97M-V/def2-TZVPD

As for the SMILES: CC(=O)[C@H]1CO1. Its net charge is 0. For the gap between HOMO and LUMO, the calculation gives 10.78 eV. Its HOMO energy is -9.9 eV.

XYZ file:
```
12
C4H6O2 (ωB97M-V/def2-TZVPD)
C -1.448 -0.385 -0.538
C -0.506 -0.654 0.607
O -0.671 -1.541 1.416
C 0.631 0.311 0.780
C 1.569 0.501 -0.332
O 0.610 1.487 -0.014
H -0.989 0.134 -1.384
H -1.959 -1.299 -0.845
H -2.201 0.290 -0.119
H 0.965 0.441 1.809
H 1.393 -0.024 -1.273
H 2.606 0.740 -0.108
```

=====

(6)
Formula: C4H6O2
Source: the OMol25 dataset
Level of theory: ωB97M-V/def2-TZVPD

Its net charge is 0. For the gap between HOMO and LUMO, the calculation gives 10.15 eV. Its HOMO energy is -9.7 eV.

XYZ file:
```
12
C4H6O2 (ωB97M-V/def2-TZVPD)
C 2.844 -0.891 0.026
C 1.810 -0.038 -0.038
C -0.776 0.067 0.287
C -2.215 -0.422 -0.177
O -0.689 1.155 0.860
O 0.080 -0.832 -0.125
H 3.853 -0.440 0.060
H 2.911 -1.965 -0.203
H 1.425 0.951 0.173
H -2.888 -0.140 0.620
H -2.221 -1.549 -0.119
H -2.500 0.152 -1.091
```

=====

(7)
Formula: C4H6O2
Source: the OMol25 dataset
Level of theory: ωB97M-V/def2-TZVPD

As for the SMILES: OC/C=C1\CO1. Its net charge is 0. For the gap between HOMO and LUMO, the calculation gives 9.92 eV. Its HOMO energy is -9.1 eV.

XYZ file:
```
12
C4H6O2 (ωB97M-V/def2-TZVPD)
C 1.557 0.354 0.190
O 1.570 -0.563 1.281
C 0.577 -0.361 -0.689
C -0.695 -0.324 -0.304
C -1.917 0.400 -0.130
O -1.842 -0.997 -0.547
H 1.224 1.350 0.521
H 2.563 0.453 -0.237
H 0.957 -1.216 -1.237
H 0.605 -0.742 1.331
H -2.141 1.059 -0.966
H -2.430 0.602 0.804
```

=====

(8)
Formula: C4H6O2
Source: the OMol25 dataset
Level of theory: ωB97M-V/def2-TZVPD

Its net charge is 0. For the gap between HOMO and LUMO (alpha / beta), the calculation gives 8.34 / 8.34 eV. Its HOMO energy (alpha / beta) is -8.7 / -8.7 eV.

XYZ file:
```
12
C4H6O2 (ωB97M-V/def2-TZVPD)
C -1.304 -0.546 -0.700
C -0.459 -0.156 0.466
O -1.046 -0.167 1.590
C 0.969 0.122 0.407
C 1.563 0.712 -0.632
O -0.338 0.184 2.685
H -1.055 -1.566 -1.015
H -2.359 -0.510 -0.424
H -1.130 0.112 -1.556
H 1.514 -0.151 1.306
H 1.010 1.074 -1.494
H 2.634 0.893 -0.632
```

=====

(9)
Formula: C4H6O2
Source: the OMol25 dataset
Level of theory: ωB97M-V/def2-TZVPD

Its net charge is 0. For the gap between HOMO and LUMO, the calculation gives 8.93 eV. Its HOMO energy is -9.1 eV.

XYZ file:
```
12
C4H6O2 (ωB97M-V/def2-TZVPD)
O -0.885 2.096 1.484
C -1.130 1.818 0.333
C -0.564 1.033 -0.688
C 0.865 -0.444 0.277
C 0.640 -1.835 -0.092
O 1.872 -1.160 -0.366
H -1.932 2.344 -0.255
H 0.584 0.599 -0.494
H -1.238 0.344 -1.187
H 1.053 -0.113 1.293
H 0.696 -2.619 0.664
H 0.038 -2.062 -0.968
```

=====

(10)
Formula: C4H6O2
Source: the OMol25 dataset
Level of theory: ωB97M-V/def2-TZVPD

Its net charge is 0. For the gap between HOMO and LUMO, the calculation gives 10.21 eV. Its HOMO energy is -9.4 eV.

XYZ file:
```
12
C4H6O2 (ωB97M-V/def2-TZVPD)
O 1.170 1.343 -0.611
C 0.296 0.395 -0.120
C 0.666 -1.056 0.122
C -0.470 -0.698 -0.778
O -1.622 -0.484 0.032
C -1.005 0.688 0.602
H 1.921 1.387 -0.004
H 1.557 -1.363 -0.411
H 0.475 -1.590 1.059
H -0.565 -0.883 -1.839
H -0.758 0.665 1.663
H -1.589 1.552 0.271
```

=====

(11)
Formula: C4H6O2
Source: the OMol25 dataset
Level of theory: ωB97M-V/def2-TZVPD

As for the SMILES: O[C@@H]1C=COC1. Its net charge is 0. For the gap between HOMO and LUMO, the calculation gives 10.01 eV. Its HOMO energy is -9.1 eV.

XYZ file:
```
12
C4H6O2 (ωB97M-V/def2-TZVPD)
O -1.836 0.519 -0.076
C -0.725 -0.313 -0.383
C 0.413 0.441 -1.085
C 0.013 -0.787 0.847
C 1.098 -0.020 0.983
O 1.345 0.820 -0.051
H -1.698 0.853 0.819
H -1.125 -1.118 -1.007
H 0.935 -0.230 -1.779
H 0.091 1.345 -1.602
H -0.319 -1.554 1.533
H 1.809 0.043 1.800
```

=====

(12)
Formula: C4H6O2
Source: the OMol25 dataset
Level of theory: ωB97M-V/def2-TZVPD

As for the SMILES: O=CCCC=O. Its net charge is 0. For the gap between HOMO and LUMO, the calculation gives 10.23 eV. Its HOMO energy is -9.6 eV.

XYZ file:
```
12
C4H6O2 (ωB97M-V/def2-TZVPD)
C 0.148 0.948 0.190
C -0.140 -0.370 0.868
C 0.503 -1.574 0.029
O 0.863 -2.605 0.520
C -0.438 1.060 -1.178
O -1.102 0.195 -1.724
H 1.281 1.164 0.349
H -0.379 1.737 0.938
H -1.243 -0.625 0.989
H 0.253 -0.387 1.936
H 0.494 -1.557 -1.119
H -0.240 2.014 -1.797
```

=====

(13)
Formula: C4H6O2
Source: the OMol25 dataset
Level of theory: ωB97M-V/def2-TZVPD

As for the SMILES: CC(=O)CC=O. Its net charge is 0. For the gap between HOMO and LUMO, the calculation gives 9.40 eV. Its HOMO energy is -9.4 eV.

XYZ file:
```
12
C4H6O2 (ωB97M-V/def2-TZVPD)
C 1.483 0.393 -0.877
C 0.688 0.222 0.484
O 0.722 1.394 0.785
C -0.645 -0.508 0.932
C -1.573 -0.494 -0.274
O -2.090 -1.476 -0.744
H 1.083 -0.363 -1.515
H 2.556 0.338 -0.683
H 1.295 1.385 -1.369
H -0.643 -1.516 1.356
H -1.075 0.195 1.668
H -1.743 0.511 -0.715
```

=====

(14)
Formula: C4H6O2
Source: the OMol25 dataset
Level of theory: ωB97M-V/def2-TZVPD

Its net charge is 0. For the gap between HOMO and LUMO, the calculation gives 9.03 eV. Its HOMO energy is -8.9 eV.

XYZ file:
```
12
C4H6O2 (ωB97M-V/def2-TZVPD)
O 0.911 1.860 1.020
C 0.367 1.039 0.298
C -1.019 0.921 -0.132
C -0.694 -1.267 -0.075
O 0.457 -1.138 -0.745
C 1.243 -0.137 -0.056
H -1.256 0.653 -1.146
H -1.657 1.756 0.228
H -0.615 -1.390 0.998
H -1.410 -1.944 -0.575
H 2.051 0.179 -0.712
H 1.623 -0.531 0.895
```

=====

(15)
Formula: C4H6O2
Source: the OMol25 dataset
Level of theory: ωB97M-V/def2-TZVPD

Its net charge is 0. For the gap between HOMO and LUMO, the calculation gives 9.56 eV. Its HOMO energy is -8.9 eV.

XYZ file:
```
12
C4H6O2 (ωB97M-V/def2-TZVPD)
O -0.966 -1.757 0.878
C -1.370 -0.727 0.189
C -0.325 0.059 -0.540
C 0.130 1.301 0.265
O 1.441 0.763 0.439
C 1.134 -0.386 -0.368
H -2.098 -1.480 0.882
H -0.676 0.268 -1.554
H 0.133 2.238 -0.304
H -0.387 1.458 1.220
H 1.260 -1.323 0.184
H 1.726 -0.411 -1.291
```

=====

(16)
Formula: C4H6O2
Source: the OMol25 dataset
Level of theory: ωB97M-V/def2-TZVPD

As for the SMILES: C1O[C@H]2C[C@H]2O1. Its net charge is 0. For the gap between HOMO and LUMO, the calculation gives 10.83 eV. Its HOMO energy is -9.7 eV.

XYZ file:
```
12
C4H6O2 (ωB97M-V/def2-TZVPD)
C 1.421 0.320 0.314
C 0.390 -0.763 0.406
O -0.802 -0.403 1.073
C -1.587 0.184 0.062
O -0.711 0.932 -0.744
C 0.452 0.138 -0.812
H 2.425 -0.035 0.099
H 1.324 1.202 0.933
H 0.671 -1.807 0.537
H -2.060 -0.611 -0.536
H -2.330 0.855 0.497
H 0.807 -0.013 -1.830
```

=====

(17)
Formula: C4H6O2
Source: the OMol25 dataset
Level of theory: ωB97M-V/def2-TZVPD

Its net charge is 0. For the gap between HOMO and LUMO, the calculation gives 9.64 eV. Its HOMO energy is -9.6 eV.

XYZ file:
```
12
C4H6O2 (ωB97M-V/def2-TZVPD)
C 1.220 0.155 -0.720
C 0.221 0.598 0.295
O -0.172 1.750 0.448
C -0.311 -0.493 1.083
C -1.510 -0.247 -0.357
O -1.381 -0.981 -1.285
H 0.914 -0.760 -1.245
H 2.123 -0.069 -0.143
H 1.359 0.988 -1.394
H 0.023 -1.511 0.888
H -0.213 -0.258 2.170
H -2.156 0.656 -0.404
```

=====

(18)
Formula: C4H6O2
Source: the OMol25 dataset
Level of theory: ωB97M-V/def2-TZVPD

Its net charge is 0. For the gap between HOMO and LUMO, the calculation gives 8.40 eV. Its HOMO energy is -8.3 eV.

XYZ file:
```
12
C4H6O2 (ωB97M-V/def2-TZVPD)
C 2.535 0.719 0.071
O 3.228 0.084 0.828
C 0.054 -0.507 0.095
C -1.260 -0.677 0.571
C -1.983 0.292 -0.257
O -1.097 -0.463 -1.117
H 2.036 1.662 0.368
H 2.385 0.428 -0.986
H 0.575 -1.468 0.003
H -1.734 -1.518 1.086
H -1.708 1.344 -0.171
H -3.031 0.103 -0.491
```

=====

(19)
Formula: C4H6O2
Source: the OMol25 dataset
Level of theory: ωB97M-V/def2-TZVPD

Its net charge is 0. For the gap between HOMO and LUMO, the calculation gives 10.05 eV. Its HOMO energy is -9.2 eV.

XYZ file:
```
12
C4H6O2 (ωB97M-V/def2-TZVPD)
C -0.523 0.197 1.478
C -0.246 -0.497 0.181
O -1.238 -0.619 -0.683
C 1.024 -0.669 -0.333
C -0.172 0.484 -1.457
O -0.238 1.660 -1.271
H 0.306 0.866 1.728
H -0.633 -0.532 2.290
H -1.450 0.764 1.386
H 1.864 -0.162 0.127
H 1.211 -1.403 -1.108
H 0.096 -0.088 -2.338
```

=====

(20)
Formula: C4H6O2S
Source: the OMol25 dataset
Level of theory: ωB97M-V/def2-TZVPD

Its net charge is 0. For the gap between HOMO and LUMO, the calculation gives 9.43 eV. Its HOMO energy is -8.8 eV.

XYZ file:
```
13
C4H6O2S (ωB97M-V/def2-TZVPD)
C 0.200 1.456 -0.396
C 0.348 -1.327 -0.341
C -0.892 0.722 0.329
C -0.843 -0.704 0.296
O 2.291 -0.108 0.840
O -0.553 0.064 1.546
S 1.604 0.036 -0.448
H -0.061 1.551 -1.399
H 0.597 2.300 -0.005
H 0.976 -2.156 0.113
H -0.056 -1.648 -1.331
H -1.834 1.143 0.375
H -1.778 -1.327 0.421
```

=====

Summary of energy in a.u.
-306.3255, -306.3522, -306.3726, -306.3629, -306.4447, -306.3900, -306.3751, -306.3189, -306.2810, -306.3937, -306.4566, -306.4407, -306.4047, -306.3818, -306.3045, -306.4227, -306.3988, -306.2495, -306.3874, -704.5794
(order as listed above)
Summary of energy relative to the best compared isomer or geometry (same formula, charge and spin) in kJ/mol
474.7, 404.6, 351.0, 376.6, 161.6, 305.2, 344.6, 492.1, 591.5, 295.6, 130.5, 172.2, 266.8, 326.9, 529.9, 219.5, 282.3, 674.2, 312.1, 262.8
(order as listed above)